{"formula": "C21H23NO4", "method": "ωB97M-V/def2-TZVPD", "symbols": ["C", "O", "C", "C", "C", "C", "C", "O", "C", "C", "C", "N", "C", "O", "C", "C", "C", "C", "O", "C", "C", "C", "C", "C", "C", "C", "H", "H", "H", "H", "H", "H", "H", "H", "H", "H", "H", "H", "H", "H", "H", "H", "H", "H", "H", "H", "H", "H", "H"], "xyz": [[7.82, -0.77, 0.62], [6.66, -0.57, 1.39], [5.47, -0.98, 0.90], [4.36, -0.77, 1.72], [3.10, -1.15, 1.33], [2.90, -1.76, 0.09], [1.59, -2.21, -0.43], [1.49, -2.75, -1.51], [0.35, -1.93, 0.42], [-0.81, -2.83, 0.01], [-2.06, -2.47, 0.80], [-2.39, -1.07, 0.61], [-3.59, -0.73, 0.09], [-4.46, -1.55, -0.14], [-3.81, 0.73, -0.18], [-4.76, 1.44, 0.55], [-5.02, 2.76, 0.26], [-4.35, 3.40, -0.78], [-4.68, 4.71, -0.99], [-4.07, 5.40, -2.04], [-3.41, 2.69, -1.52], [-3.15, 1.37, -1.22], [-1.34, -0.17, 1.00], [-0.06, -0.46, 0.21], [4.01, -1.97, -0.73], [5.28, -1.59, -0.34], [8.64, -0.37, 1.22], [8.00, -1.83, 0.43], [7.77, -0.23, -0.33], [4.52, -0.29, 2.68], [2.28, -0.97, 2.00], [0.58, -2.09, 1.47], [-1.00, -2.71, -1.06], [-0.55, -3.88, 0.19], [-1.90, -2.65, 1.87], [-2.92, -3.06, 0.47], [-5.30, 0.94, 1.34], [-5.76, 3.32, 0.81], [-2.98, 5.47, -1.90], [-4.28, 4.94, -3.01], [-4.50, 6.40, -2.03], [-2.88, 3.16, -2.34], [-2.42, 0.83, -1.81], [-1.14, -0.30, 2.07], [-1.66, 0.86, 0.84], [-0.25, -0.30, -0.85], [0.73, 0.22, 0.53], [3.86, -2.44, -1.69], [6.11, -1.78, -1.00]], "lowdin_charge": [-0.082, -0.074, -0.271, 0.006, -0.023, -0.149, -0.330, 0.097, -0.256, -0.121, -0.129, -0.046, -0.422, 0.073, -0.166, -0.009, 0.007, -0.274, -0.083, -0.090, -0.011, -0.029, -0.137, -0.112, -0.001, -0.006, 0.094, 0.097, 0.097, 0.119, 0.108, 0.140, 0.127, 0.126, 0.132, 0.123, 0.123, 0.119, 0.095, 0.096, 0.093, 0.103, 0.120, 0.134, 0.120, 0.128, 0.117, 0.121, 0.105], "homo_energy_ha": -0.3144, "smiles": "COc1ccc(C(=O)C2CCN(C(=O)c3ccc(OC)cc3)CC2)cc1", "homo_lumo_gap_ev": 8.98, "charge": 0, "relative_energy_kj_mol": 218.9, "energy_ev": -31830.4507}

{"formula": "C21H24AsIrO3S4Sb", "method": "ωB97M-V/def2-TZVPD", "symbols": ["Ir", "S", "Sb", "S", "S", "O", "As", "C", "C", "C", "C", "C", "C", "C", "C", "C", "C", "C", "C", "C", "C", "C", "C", "C", "C", "H", "H", "H", "H", "H", "H", "H", "H", "H", "H", "H", "H", "H", "H", "H", "C", "S", "C", "O", "H", "H", "H", "H", "H", "H", "C", "H", "H", "H", "O"], "xyz": [[2.31, -0.38, 0.76], [4.49, -1.84, 4.95], [5.07, -0.45, 3.12], [3.06, 0.84, 2.60], [4.16, -1.68, 1.20], [0.33, 0.14, 1.55], [-1.09, 0.21, 0.69], [-1.72, 2.02, 0.82], [-1.84, 2.56, 2.10], [-2.25, 3.88, 2.25], [-2.54, 4.65, 1.13], [-2.41, 4.11, -0.14], [-2.00, 2.79, -0.30], [-2.37, -0.92, 1.57], [-3.54, -0.38, 2.11], [-4.45, -1.20, 2.76], [-4.20, -2.56, 2.87], [-3.04, -3.10, 2.33], [-2.13, -2.28, 1.68], [-1.05, -0.27, -1.17], [0.11, -0.61, -1.85], [0.04, -0.93, -3.20], [-1.17, -0.90, -3.87], [-2.34, -0.56, -3.19], [-2.27, -0.24, -1.84], [-1.59, 1.96, 2.96], [-2.34, 4.30, 3.24], [-2.86, 5.68, 1.25], [-2.62, 4.72, -1.01], [-1.88, 2.38, -1.29], [-3.74, 0.68, 2.03], [-5.35, -0.77, 3.18], [-4.91, -3.20, 3.38], [-2.84, -4.16, 2.42], [-1.22, -2.71, 1.28], [1.07, -0.62, -1.35], [0.95, -1.19, -3.71], [-1.22, -1.15, -4.92], [-3.29, -0.54, -3.71], [-3.18, 0.03, -1.31], [5.09, 0.91, -1.31], [4.69, -0.77, -1.80], [4.94, -0.56, -3.57], [3.20, -0.86, -1.66], [6.14, 1.10, -1.53], [4.91, 0.97, -0.24], [4.43, 1.60, -1.83], [5.99, -0.33, -3.75], [4.30, 0.25, -3.93], [4.67, -1.50, -4.04], [1.48, -2.30, 0.63], [1.49, -2.78, 1.60], [2.05, -2.92, -0.07], [0.45, -2.22, 0.27], [2.01, 1.11, -0.14]], "lowdin_charge": [0.861, -0.497, 0.111, -0.105, -0.083, -0.607, 1.236, -0.286, -0.096, -0.078, -0.090, -0.083, -0.081, -0.274, -0.096, -0.087, -0.089, -0.074, -0.069, -0.292, -0.090, -0.054, -0.086, -0.093, -0.121, 0.117, 0.104, 0.099, 0.101, 0.098, 0.092, 0.100, 0.100, 0.106, 0.089, 0.021, 0.106, 0.099, 0.098, 0.105, -0.268, 0.767, -0.272, -0.652, 0.054, 0.011, 0.060, 0.047, 0.054, 0.043, -0.368, 0.000, -0.015, -0.043, -0.630], "homo_energy_ha": [-0.1226, -0.1229], "homo_lumo_gap_ev": [5.60, 5.60], "charge": -1, "relative_energy_kj_mol": 197.5, "energy_ev": -141863.5678}

{"formula": "C21H24ClF3MnN2O4P2S2", "method": "ωB97M-V/def2-TZVPD", "symbols": ["Mn", "O", "N", "C", "C", "C", "C", "C", "S", "H", "H", "H", "H", "C", "P", "C", "C", "C", "C", "C", "C", "C", "P", "C", "C", "H", "H", "H", "H", "H", "H", "H", "H", "H", "H", "H", "H", "H", "H", "H", "H", "F", "C", "F", "F", "S", "O", "O", "O", "Cl", "C", "C", "C", "C", "N", "C", "H", "H", "H", "H"], "xyz": [[-0.32, -0.01, -0.30], [1.60, 0.40, -0.19], [2.29, 0.67, -1.32], [3.56, 1.09, -1.14], [4.37, 1.37, -2.20], [3.84, 1.21, -3.50], [2.55, 0.78, -3.65], [1.73, 0.48, -2.54], [0.13, -0.09, -2.66], [3.86, 1.17, -0.11], [5.38, 1.71, -2.04], [4.45, 1.43, -4.37], [2.12, 0.64, -4.63], [1.56, -2.99, -0.58], [0.31, -2.13, 0.42], [-0.92, -3.44, 0.73], [1.08, -1.96, 2.07], [1.89, -2.94, 2.65], [2.39, -2.77, 3.93], [2.08, -1.62, 4.65], [1.27, -0.65, 4.09], [0.77, -0.80, 2.80], [-0.26, 0.45, 1.96], [0.60, 2.01, 2.33], [-1.73, 0.57, 3.05], [1.82, -3.97, -0.18], [2.46, -2.37, -0.64], [1.15, -3.10, -1.58], [-0.45, -4.28, 1.27], [-1.32, -3.78, -0.22], [-1.74, -3.04, 1.32], [2.13, -3.84, 2.10], [3.02, -3.53, 4.36], [2.47, -1.49, 5.66], [1.04, 0.24, 4.66], [0.70, 2.20, 3.40], [0.03, 2.83, 1.88], [1.58, 1.98, 1.86], [-1.43, 0.72, 4.08], [-2.32, -0.34, 2.96], [-2.35, 1.40, 2.72], [-2.78, -1.54, -4.28], [-3.56, -0.91, -3.39], [-4.80, -0.85, -3.88], [-3.11, 0.35, -3.25], [-3.53, -1.83, -1.75], [-2.77, 0.66, 0.17], [-4.41, -0.88, -0.96], [-2.09, -1.66, -1.39], [-0.92, 5.32, -2.67], [-1.56, 3.94, -1.84], [-2.93, 3.80, -1.64], [-3.40, 2.69, -0.97], [-2.47, 1.75, -0.52], [-1.17, 1.89, -0.73], [-0.71, 2.96, -1.38], [-3.61, 4.55, -2.02], [-4.45, 2.53, -0.80], [-3.49, 0.05, -0.27], [0.36, 3.01, -1.55]], "lowdin_spin": [1.010, 0.022, -0.004, 0.001, -0.001, 0.001, -0.001, 0.000, 0.002, 0.000, 0.000, 0.000, 0.000, 0.000, -0.011, -0.003, -0.003, 0.000, 0.000, 0.000, -0.001, -0.004, -0.013, -0.002, -0.001, 0.000, 0.000, 0.000, -0.001, 0.000, 0.000, 0.000, 0.000, 0.000, 0.000, 0.000, 0.000, 0.000, 0.000, 0.000, 0.000, 0.000, 0.000, 0.000, 0.000, 0.002, 0.006, 0.000, 0.008, 0.000, 0.000, -0.001, 0.000, -0.001, -0.004, -0.001, 0.000, 0.000, 0.000, 0.000], "spin_multiplicity": 2, "homo_energy_ha": [-0.2745, -0.2702], "homo_lumo_gap_ev": [7.93, 7.81], "charge": 0, "relative_energy_kj_mol": 50.0, "energy_ev": -125580.7782, "s_squared": 0.81}

{"formula": "C21H24FeNO", "method": "ωB97M-V/def2-TZVPD", "symbols": ["C", "C", "C", "N", "H", "H", "H", "H", "H", "H", "H", "C", "O", "C", "C", "C", "C", "C", "C", "C", "C", "C", "C", "Fe", "C", "C", "C", "C", "C", "C", "C", "H", "H", "H", "H", "H", "H", "H", "H", "H", "H", "H", "H", "H", "H", "H", "H", "H"], "xyz": [[-4.63, 0.88, 1.26], [-3.36, 0.44, 1.25], [-2.89, -0.59, 0.27], [-1.47, -0.38, -0.16], [-4.99, 1.60, 1.99], [-5.34, 0.50, 0.52], [-2.60, 0.77, 1.98], [-2.94, -1.59, 0.73], [-3.52, -0.59, -0.63], [-0.91, -0.60, 0.68], [-1.30, -1.16, -0.80], [1.59, -6.19, 1.01], [1.22, -5.57, -0.24], [1.37, -4.23, -0.39], [0.91, -3.70, -1.62], [0.79, -2.35, -1.79], [1.09, -1.46, -0.73], [0.61, -0.09, -0.82], [1.28, 1.01, -0.13], [2.24, 1.93, -0.75], [2.56, 2.95, 0.22], [1.81, 2.70, 1.43], [1.00, 1.51, 1.22], [0.62, 2.87, -0.18], [-1.18, 2.67, -0.94], [-0.28, 3.30, -1.89], [0.28, 4.48, -1.27], [-0.29, 4.60, 0.07], [-1.20, 3.48, 0.27], [1.73, -1.97, 0.42], [1.85, -3.35, 0.60], [1.44, -7.26, 0.81], [2.64, -5.99, 1.26], [0.94, -5.86, 1.83], [0.63, -4.41, -2.40], [0.46, -1.95, -2.75], [0.17, 0.20, -1.78], [2.67, 1.76, -1.73], [3.30, 3.74, 0.08], [1.88, 3.25, 2.36], [0.39, 0.97, 1.93], [-1.79, 1.79, -1.11], [-0.12, 2.98, -2.92], [0.92, 5.21, -1.76], [-0.13, 5.43, 0.76], [-1.85, 3.32, 1.13], [2.11, -1.29, 1.19], [2.30, -3.75, 1.52]], "lowdin_spin": [0.010, 0.037, 0.084, 0.095, 0.002, 0.001, 0.016, 0.042, 0.007, 0.025, 0.007, 0.160, 0.070, 0.119, 0.017, 0.108, 0.015, 0.460, 0.065, 0.091, -0.001, 0.100, 0.042, 1.737, 0.001, 0.082, 0.000, 0.045, 0.025, 0.160, 0.092, 0.017, 0.026, 0.043, 0.007, 0.014, 0.013, 0.014, 0.003, 0.019, 0.036, 0.001, 0.013, 0.000, 0.008, 0.005, 0.031, 0.037], "spin_multiplicity": 5, "homo_energy_ha": [0.0352, -0.2065], "homo_lumo_gap_ev": [1.71, 8.02], "charge": -1, "energy_ev": -60083.3100, "s_squared": 6.07}

{"formula": "C21H24GeNReS4Sb", "method": "ωB97M-V/def2-TZVPD", "symbols": ["Re", "S", "Sb", "S", "S", "S", "C", "Ge", "C", "C", "C", "C", "C", "C", "C", "C", "C", "C", "C", "C", "C", "C", "C", "C", "H", "H", "H", "H", "H", "H", "H", "H", "H", "H", "H", "H", "H", "H", "H", "C", "C", "C", "C", "N", "H", "H", "H", "H", "H", "H", "H", "H", "H"], "xyz": [[-0.78, 1.04, -0.19], [1.23, 4.76, 2.97], [-0.65, 3.54, 2.29], [-0.09, 1.03, 2.03], [-0.74, 3.32, -0.11], [-2.41, 3.77, 3.56], [3.12, 2.36, 1.29], [2.00, 0.80, 1.01], [2.65, -0.93, 1.56], [1.93, -1.80, 2.38], [2.47, -3.02, 2.75], [3.73, -3.38, 2.30], [4.46, -2.52, 1.48], [3.92, -1.30, 1.11], [1.42, 0.80, -0.94], [1.97, 1.78, -1.77], [1.93, 1.69, -3.16], [1.27, 0.64, -3.76], [0.64, -0.37, -2.99], [-0.09, -1.42, -3.58], [-0.71, -2.37, -2.82], [-0.62, -2.32, -1.42], [0.10, -1.32, -0.80], [0.76, -0.32, -1.57], [4.05, 2.24, 0.73], [3.36, 2.44, 2.35], [2.63, 3.27, 0.96], [0.95, -1.52, 2.75], [1.92, -3.68, 3.39], [4.16, -4.33, 2.59], [5.44, -2.80, 1.13], [4.50, -0.64, 0.48], [2.45, 2.64, -1.32], [2.39, 2.46, -3.76], [1.20, 0.59, -4.84], [-0.16, -1.46, -4.66], [-1.26, -3.17, -3.29], [-1.09, -3.09, -0.83], [0.29, -1.40, 0.27], [-3.90, -1.15, 0.33], [-3.82, 0.36, 0.15], [-4.35, 1.12, 1.36], [-4.49, 0.82, -1.15], [-2.41, 0.70, 0.02], [-4.95, -1.44, 0.41], [-3.39, -1.46, 1.24], [-3.48, -1.67, -0.52], [-5.40, 0.87, 1.49], [-4.28, 2.20, 1.22], [-3.82, 0.84, 2.27], [-5.56, 0.64, -1.07], [-4.11, 0.26, -2.01], [-4.35, 1.89, -1.31]], "lowdin_spin": [0.005, 0.868, 0.025, -0.002, 0.008, 0.051, 0.020, 0.001, 0.000, 0.000, 0.000, 0.000, 0.000, 0.000, 0.000, 0.000, 0.000, 0.000, 0.000, 0.000, 0.000, 0.000, 0.001, 0.000, 0.001, 0.002, 0.017, 0.000, 0.000, 0.000, 0.000, 0.000, 0.000, 0.000, 0.000, 0.000, 0.000, 0.000, 0.000, 0.000, 0.000, 0.001, 0.000, -0.001, 0.000, 0.000, 0.000, 0.000, 0.000, 0.000, 0.000, 0.000, 0.000], "spin_multiplicity": 2, "homo_energy_ha": [-0.5377, -0.5326], "homo_lumo_gap_ev": [6.62, 5.77], "charge": 2, "relative_energy_kj_mol": 0.0, "energy_ev": -132166.0594, "s_squared": 0.75}

{"formula": "C21H24I2N5ORhS2", "method": "ωB97M-V/def2-TZVPD", "symbols": ["Rh", "C", "C", "N", "C", "C", "C", "S", "N", "C", "O", "C", "C", "C", "C", "C", "C", "H", "H", "H", "H", "H", "H", "H", "H", "H", "H", "H", "H", "H", "H", "H", "C", "N", "C", "C", "N", "C", "S", "C", "C", "C", "C", "C", "N", "H", "H", "H", "H", "H", "H", "H", "H", "H", "I", "I"], "xyz": [[0.98, 0.28, 0.65], [-3.74, -0.02, -2.98], [-3.07, 1.34, -3.11], [-1.61, 1.30, -2.86], [-0.73, 1.36, -4.04], [-0.48, -0.01, -4.65], [-1.16, 1.18, -1.63], [0.58, 1.10, -1.42], [-2.07, 1.21, -0.65], [-1.94, 0.71, 0.55], [-0.96, 0.06, 1.06], [-3.11, 0.86, 1.46], [-4.21, 1.63, 1.10], [-5.27, 1.78, 1.99], [-5.26, 1.14, 3.23], [-4.18, 0.36, 3.59], [-3.09, 0.23, 2.72], [-4.80, 0.08, -3.22], [-3.65, -0.40, -1.97], [-3.31, -0.74, -3.67], [-3.50, 2.05, -2.41], [-3.19, 1.74, -4.12], [0.20, 1.84, -3.75], [-1.22, 2.02, -4.76], [-0.02, -0.68, -3.93], [0.20, 0.09, -5.50], [-1.40, -0.46, -5.01], [-4.22, 2.12, 0.14], [-6.12, 2.38, 1.71], [-6.10, 1.25, 3.90], [-4.17, -0.15, 4.55], [-2.27, -0.45, 2.96], [1.99, -4.35, 2.73], [2.93, -3.32, 2.28], [4.27, -3.24, 2.64], [4.78, -2.15, 2.05], [3.75, -1.56, 1.30], [2.62, -2.30, 1.48], [1.04, -2.04, 0.89], [3.98, -0.44, 0.46], [5.25, -0.32, -0.08], [5.60, 0.84, -0.75], [4.67, 1.86, -0.83], [3.41, 1.64, -0.32], [3.04, 0.49, 0.29], [2.51, -5.00, 3.43], [1.65, -4.93, 1.87], [1.14, -3.87, 3.22], [4.72, -3.95, 3.31], [5.76, -1.71, 2.12], [5.95, -1.14, 0.01], [6.59, 0.95, -1.17], [4.90, 2.81, -1.30], [2.65, 2.40, -0.40], [1.32, 1.77, 2.88], [-1.62, 2.35, 3.98]], "lowdin_spin": [1.168, 0.001, 0.003, 0.027, 0.008, 0.003, 0.032, 0.260, 0.014, 0.002, 0.004, 0.067, -0.003, 0.071, -0.001, 0.086, 0.110, 0.000, 0.000, 0.000, 0.001, 0.000, 0.004, 0.001, 0.002, 0.000, 0.000, -0.001, 0.004, -0.002, 0.001, 0.002, 0.005, 0.015, 0.004, 0.006, 0.008, 0.030, 0.206, 0.001, 0.000, -0.001, 0.001, 0.005, 0.014, 0.000, 0.001, 0.002, 0.000, 0.000, 0.000, 0.000, 0.000, 0.001, 0.703, 1.132], "spin_multiplicity": 5, "homo_energy_ha": [-0.5065, -0.5203], "homo_lumo_gap_ev": [7.73, 5.92], "charge": 2, "relative_energy_kj_mol": 0.0, "energy_ev": -72531.2319, "s_squared": 6.02}